The following is a DFT calculation (the ωB97M-V functional and the def2-TZVPD basis) of the ion C17H24F3I2N2O2 with charge +1 in a non-equilibrium geometry.

Last columns: bonded neighbours and bond lengths (Å).
CARTESIAN COORDINATES (ANGSTROEM)
1 C 4.22 -1.59 3.11  C2 1.611, H27 1.152, H28 1.147, H29 1.139
2 C 4.92 -0.88 1.84  C1 1.611, O3 1.454, H30 1.148, H31 1.146
3 O 3.85 -0.38 0.99  C2 1.454, C4 1.440
4 C 3.92 -0.94 -0.34  O3 1.440, C5 1.627, H32 1.156, H33 1.157
5 C 2.73 -0.32 -1.25  C4 1.627, O6 1.449, H34 1.143, H35 1.142
6 O 2.36 0.94 -0.65  C5 1.449, C7 1.436
7 C 1.48 1.72 -1.49  O6 1.436, C8 1.618, H36 1.141, H37 1.155
8 C 0.03 1.01 -1.63  C7 1.618, C9 1.549, C21 1.551
9 C -0.29 0.34 -2.99  C8 1.549, C10 1.616, N11 1.401
10 C 0.74 0.32 -4.24  C9 1.616, H38 1.134, H39 1.137, H40 1.154
11 N -1.53 -0.29 -3.16  C9 1.401, N12 1.320
12 N -2.36 -0.30 -2.14  N11 1.320, C13 1.420, H41 1.041
13 C -2.28 0.21 -0.81  N12 1.420, C14 1.587, C21 1.569
14 C -3.47 0.04 0.22  C13 1.587, C15 1.605, H42 1.157, H43 1.136
15 C -4.30 -1.33 0.10  C14 1.605, C16 1.587, H44 1.136, H45 1.155
16 C -3.52 -2.44 0.93  C15 1.587, F17 1.433, C18 1.403
17 F -3.37 -2.33 2.35  C16 1.433
18 C -2.94 -3.57 0.34  C16 1.403, F19 1.418, F20 1.408
19 F -2.97 -3.65 -1.07  C18 1.418
20 F -2.33 -4.60 1.08  C18 1.408
21 C -0.96 0.98 -0.45  C8 1.551, C13 1.569, C22 1.589
22 C -0.65 1.62 0.97  C21 1.589, I23 2.215, C24 1.614, H46 1.154
23 I -0.54 0.11 2.59  C22 2.215
24 C -1.55 2.91 1.36  C22 1.614, C25 1.609, I26 2.215, H47 1.154
25 C -2.48 2.72 2.66  C24 1.609, H48 1.137, H49 1.136, H50 1.156
26 I -2.68 3.73 -0.36  C24 2.215
27 H 3.43 -2.33 2.72  C1 1.152
28 H 3.73 -0.81 3.80  C1 1.147
29 H 5.01 -2.19 3.66  C1 1.139
30 H 5.55 0.01 2.22  C2 1.148
31 H 5.57 -1.59 1.22  C2 1.146
32 H 4.94 -0.70 -0.83  C4 1.156
33 H 3.85 -2.10 -0.28  C4 1.157
34 H 1.85 -1.05 -1.28  C5 1.143
35 H 3.15 -0.10 -2.29  C5 1.142
36 H 1.93 2.03 -2.49  C7 1.141
37 H 1.28 2.70 -0.92  C7 1.155
38 H 1.81 0.50 -3.92  C10 1.134
39 H 0.37 0.98 -5.08  C10 1.137
40 H 0.70 -0.77 -4.63  C10 1.154
41 H -3.26 -0.77 -2.34  N12 1.041
42 H -4.22 0.89 0.00  C14 1.157
43 H -3.18 0.16 1.31  C14 1.136
44 H -4.58 -1.64 -0.96  C15 1.136
45 H -5.29 -1.16 0.65  C15 1.155
46 H 0.43 2.01 0.90  C22 1.154
47 H -0.83 3.76 1.64  C24 1.154
48 H -1.94 2.82 3.65  C25 1.137
49 H -3.09 1.76 2.67  C25 1.136
50 H -3.25 3.58 2.61  C25 1.156

Summary:
- Frontier orbital gap: 7.24 eV
- Total charge: +1
- Strongest force on any atom: 4.218 eV/A